Density functional theory data (ωB97M-V/def2-TZVPD) for C38H50AsClF2N4O7Si3Tl as an isolated structure.

The value obtained for the max |F| is 3.029 eV Å⁻¹. As for the electronic energy: -167632.956 eV. The calculation puts the energy above the lowest of the compared OMol25 structures with the same formula, charge and spin at 322.1 kJ/mol. The HOMO-LUMO gap (spin up / spin down) comes out at 4.124 / 5.792 eV. Its net charge is -1.

Each line ends with the Mulliken charge.
Element x y z (Å)
1 Tl 13.16930 11.74105 12.82044  1.265
2 O 10.96648 9.66279 8.59670  -0.448
3 C 9.64110 9.88078 8.53724  -0.058
4 C 8.89376 9.53544 7.40565  -0.836
5 C 7.56299 9.84922 7.35868  -0.352
6 C 6.95983 10.54826 8.39273  -0.677
7 C 7.68308 10.91721 9.52758  -0.463
8 C 9.03285 10.57794 9.61017  0.652
9 C 9.87249 10.88757 10.80305  0.039
10 O 11.08458 10.50045 10.79286  0.402
11 N 9.31063 11.52279 11.80883  -0.844
12 N 10.05994 11.73091 12.84707  0.629
13 C 9.48855 12.35100 13.85372  -0.851
14 C 10.05566 12.69952 15.14755  0.799
15 C 9.13997 13.42296 15.93920  -0.881
16 C 9.47252 13.97433 17.18032  -0.698
17 C 10.76964 13.74252 17.68882  -0.429
18 C 11.67964 12.97414 16.99806  -0.430
19 C 11.42956 12.45394 15.64882  0.262
20 O 12.35169 11.78529 15.06222  -0.195
21 H 11.21348 9.99999 9.69846  -0.585
22 H 9.40012 8.99434 6.63789  0.512
23 H 6.97019 9.59129 6.46997  0.350
24 H 5.90211 10.86757 8.28775  0.308
25 H 7.21711 11.41498 10.39306  0.414
26 H 8.44366 12.66290 13.72397  0.176
27 H 8.13936 13.55479 15.52700  0.325
28 H 8.70555 14.51164 17.74282  0.366
29 H 11.00390 14.09120 18.69730  0.398
30 H 12.65372 12.78868 17.45981  0.504
31 Cl 14.75404 6.81602 18.61357  -0.285
32 C 14.19238 7.69590 17.27250  0.221
33 C 12.83170 7.89752 16.97195  -0.574
34 C 12.48607 8.50867 15.80968  -0.493
35 C 13.46621 8.93022 14.79494  -0.047
36 O 13.07541 9.25336 13.62573  -0.367
37 C 14.86906 8.83611 15.19999  1.208
38 C 15.98975 9.33042 14.38821  -0.754
39 O 15.90654 10.13506 13.41657  -0.397
40 C 15.19063 8.22048 16.42515  -0.913
41 H 12.07746 7.54331 17.68532  0.375
42 H 11.43085 8.73762 15.62193  0.360
43 H 16.99658 8.93454 14.64178  0.212
44 H 16.20405 8.19178 16.79687  0.362
45 C 17.39143 8.39890 10.57153  -0.841
46 Si 16.61359 9.64016 9.37976  0.369
47 C 16.52590 8.89403 7.61033  -0.961
48 C 17.76518 11.17033 9.36089  -0.981
49 As 14.44664 10.12434 10.19201  0.157
50 Si 13.79356 11.96053 8.70571  1.031
51 C 13.56462 11.09910 7.04805  -1.263
52 C 12.14208 12.86409 9.04982  -0.680
53 C 14.96814 13.44275 8.51006  -1.227
54 Si 13.44481 7.78279 10.39878  1.120
55 C 13.47122 6.98344 8.67128  -1.251
56 C 14.48587 6.81473 11.69810  -1.016
57 C 11.68703 7.49602 11.12688  -1.065
58 H 18.48443 8.29082 10.28628  0.377
59 H 16.91503 7.41833 10.50936  0.260
60 H 17.36101 8.71229 11.61895  0.086
61 H 17.59531 8.66154 7.37293  0.363
62 H 16.13149 9.59954 6.83910  0.191
63 H 15.95891 7.95123 7.53446  0.208
64 H 18.80841 10.73100 9.31356  0.343
65 H 17.69516 11.75808 10.25699  0.186
66 H 17.58188 11.82713 8.50594  0.308
67 H 13.20856 10.05845 7.11763  0.081
68 H 14.47846 11.12325 6.44111  0.439
69 H 12.78172 11.67233 6.49774  0.399
70 H 11.34456 12.18625 8.73767  0.015
71 H 12.10404 13.70022 8.33367  0.455
72 H 11.95818 13.26912 10.05529  0.131
73 H 15.97828 13.38968 8.92626  0.272
74 H 14.48880 14.35967 8.93578  0.344
75 H 15.04978 13.65281 7.39503  0.328
76 H 14.44600 6.46740 8.59479  0.336
77 H 13.33014 7.59789 7.77106  0.224
78 H 12.67855 6.19890 8.65894  0.364
79 H 14.93397 7.36382 12.51392  0.049
80 H 15.32857 6.33556 11.13763  0.457
81 H 13.81069 6.04316 12.12566  0.388
82 H 10.89872 7.76487 10.44059  0.248
83 H 11.56197 7.99421 12.08226  -0.020
84 H 11.64729 6.41578 11.32353  0.566
85 O 17.90824 14.37818 18.62916  -0.555
86 C 17.46239 15.66884 18.85628  -0.400
87 N 16.30363 16.01464 18.04929  -0.121
88 C 15.60388 15.13579 17.31151  0.614
89 O 15.69384 13.88614 17.48529  -0.846
90 C 14.73761 15.62765 16.23981  0.178
91 C 14.51220 16.99206 15.95358  -0.602
92 C 13.88319 17.33481 14.76319  -0.794
93 C 13.39336 16.27745 13.95741  -0.490
94 N 13.51221 14.99574 14.28448  0.077
95 C 14.15137 14.68638 15.40321  -0.131
96 H 17.05857 13.89184 18.37000  0.472
97 H 18.27281 16.36460 18.56406  0.290
98 H 17.20883 15.82280 19.92054  0.272
99 H 16.00589 17.01811 18.01316  0.129
100 H 14.79259 17.76469 16.65351  0.329
101 H 13.80338 18.37657 14.49946  0.429
102 H 12.84068 16.47579 13.04267  0.432
103 H 14.27872 13.62885 15.61090  0.713
104 F 16.55657 13.32536 11.76289  -0.229
105 C 15.54085 13.36265 12.66979  0.052
106 F 16.12554 13.04313 13.84965  -0.172
107 H 15.17567 14.42760 12.72999  0.007

Cartesian forces (eV/Å) of the 3 atoms listed first:
Tl 0.1301 -0.7460 -0.5031
O -1.0223 -0.2395 0.1371
C 1.7020 0.5173 0.2950

Density functional theory data (ωB97M-V/def2-TZVPD) for an isolated molecule of C3H5NO2Si.

The value obtained for the max |F| is 4.318 eV Å⁻¹. As for the electronic energy: -16655.773 eV. Its structure (SMILES) is O[Si@@H]1N=CC=CO1. The calculation puts the energy above the lowest of the compared OMol25 structures with the same formula, charge and spin at 39.6 kJ/mol. The HOMO-LUMO gap comes out at 9.116 eV.

Each line ends with the natural charge from an NBO analysis.
Element x y z (Å)
1 O -2.54654 0.05772 0.52111  -1.081
2 Si -1.29780 -0.09713 -0.47974  1.928
3 N -0.26599 -1.45078 -0.08282  -0.963
4 C 1.03953 -1.14283 0.09177  0.171
5 C 1.63780 0.09260 0.18052  -0.484
6 C 0.89853 1.23370 0.09005  0.330
7 O -0.36206 1.32333 -0.13501  -0.749
8 H -2.78217 -0.75936 0.84574  0.491
9 H -1.98131 0.43983 -1.72585  -0.223
10 H 1.77630 -1.94086 0.07606  0.175
11 H 2.59520 0.02382 0.56050  0.229
12 H 1.28852 2.21995 0.05766  0.177

Cartesian forces (eV/Å) of the 3 atoms listed first:
O 0.0492 2.0467 -0.3693
Si 0.7844 1.1646 -0.0275
N 1.7819 1.4606 -0.8531